Record 1
DFT (ωB97M-V/def2-TZVPD) results for C6H11NO2Si in the gas phase at a distorted geometry.

Summary:
* highest occupied orbital energy (alpha / beta): -8.717 / -8.577 eV
* E: -729.7706 Eh
* relative energy (zero: lowest compared OMol25 entry of this formula, charge and spin): 70.1 kcal/mol
* structure (SMILES): C[Si](C)(C)C(=O)/C=C\N=O
* Kohn-Sham gap (alpha / beta): 7.147 / 7.924 eV
* F_max: 0.098 hartree/bohr
* net charge: 0
* multiplicity: 1

```
21
Properties=species:S:1:pos:R:3:forces:R:3:lowdin_charge:R:1
H -0.19788 -2.84194 -0.12480 0.5 0.1 -0.4 0.032
O 5.28487 -0.71064 0.75556 -0.5 -0.2 -0.4 0.083
N 4.89049 0.22848 0.11272 3.1 -1.4 0.9 -0.067
C -0.67332 -2.14508 0.55281 3.7 1.3 1.0 -0.166
H -1.58287 -0.64862 -1.95664 -1.1 -1.3 -0.7 -0.008
H 4.11784 2.00484 -0.27431 -0.5 -0.8 0.4 0.131
H -0.96990 1.91642 0.74749 1.1 -1.2 0.4 0.054
H -1.66084 -2.26855 0.37291 -3.4 -0.6 0.5 -0.024
C 3.86764 0.96060 0.02849 -4.7 0.8 -1.7 -0.100
H 1.86345 1.34350 -0.30304 -1.6 2.2 -0.5 0.029
Si -0.15138 -0.38982 0.06426 0.6 -1.2 -1.6 0.618
H -1.27383 1.02042 -1.73427 -0.1 0.1 0.2 0.018
H -0.18896 -2.34991 1.54974 -1.3 -0.1 -0.7 0.063
H 0.00464 0.06087 -2.44181 -1.1 -0.4 1.0 0.062
C -0.31481 1.08945 1.21194 -1.2 1.4 1.4 -0.202
C 1.74652 -0.75626 -0.35751 0.4 0.6 1.5 -0.445
C 2.44881 0.51508 -0.19877 4.3 -0.6 0.5 -0.013
O 2.27809 -1.84888 -0.50326 -0.3 0.3 -0.3 0.025
H -0.89281 0.85207 2.16924 0.8 0.0 -1.1 0.046
H 0.64615 1.57549 1.54910 -1.0 -0.7 -0.4 0.036
C -0.83900 0.02189 -1.67020 2.2 1.7 0.0 -0.171
```
Forces are in eV/Å.


Record 2
DFT (ωB97M-V/def2-TZVPD) results for a molecular structure, C33H24CuNO4S2.

Summary:
* highest occupied orbital energy: -2.111 eV
* E: -4064.5263 Eh
* relative energy (zero: lowest compared OMol25 entry of this formula, charge and spin): 0.0 kcal/mol
* Kohn-Sham gap: 6.076 eV
* F_max: 0.007 hartree/bohr
* net charge: -2
* multiplicity: 1

```
65
Properties=species:S:1:pos:R:3:forces:R:3:lowdin_charge:R:1
C -2.82598 -3.50340 -4.92739 0.0 0.0 0.0 -0.162
O 2.32898 -1.36505 -0.61587 -0.1 0.1 0.3 -0.051
C 2.16181 -0.18997 1.47044 0.0 -0.1 0.0 -0.346
H 4.52035 0.34998 2.70312 0.0 0.0 0.0 0.116
H 1.68877 -2.64423 5.41456 0.0 0.0 0.0 0.088
C 2.54113 3.28288 -0.07415 0.0 0.0 0.0 -0.089
C -1.62045 2.17596 -1.14450 0.1 0.0 -0.1 -0.252
H 2.75512 1.26353 -0.76534 0.0 0.0 0.0 0.124
H 1.77462 4.18475 3.09406 0.0 0.0 0.0 0.089
C 1.86382 -1.51921 3.59726 0.0 0.0 0.0 -0.016
H 2.44119 -3.70193 -1.12399 0.0 0.0 0.0 0.076
H -1.86289 -6.80800 -3.37593 0.0 0.0 0.0 0.075
S -3.30953 6.26825 0.04526 0.0 0.0 0.0 0.999
H -4.62952 -4.43319 -5.64381 0.0 0.0 0.0 0.081
C -1.10658 2.87829 -0.04060 0.0 0.1 0.0 -0.010
C 3.89890 -0.28936 3.31440 0.0 0.0 0.0 -0.035
H 3.91056 -1.95549 6.26991 0.0 0.0 0.0 0.082
H 0.89676 -1.81169 3.21319 0.0 0.0 0.0 0.111
C -4.50852 5.87164 1.29907 0.0 0.0 0.1 -0.759
H 2.23934 5.18892 0.87417 0.0 0.0 0.0 0.088
C -2.15405 -5.87959 -3.84941 0.0 0.0 0.0 -0.066
C -3.70302 -4.56367 -5.09946 0.0 0.0 0.0 -0.110
C -2.64184 4.69646 -0.42348 0.0 0.0 0.0 -0.594
H -3.06441 -2.52685 -5.34093 0.0 0.0 0.0 0.098
N -1.67113 -3.58212 -4.28056 0.0 0.0 0.0 0.122
H 1.80345 1.73415 3.36853 0.0 0.0 0.0 0.118
C 2.99886 -0.88304 0.32106 0.2 0.0 -0.1 -0.639
C -2.64431 2.78740 -1.88821 0.0 0.0 0.0 -0.041
H -3.94963 4.47434 -2.10803 0.0 0.0 0.0 0.096
C 2.30028 1.32925 1.32610 -0.1 0.0 0.0 -0.128
H -3.87709 4.07674 2.24770 0.0 0.0 0.0 0.090
H 2.72745 3.70932 -1.05275 0.0 0.0 0.0 0.097
H -5.63448 4.35825 2.25915 0.0 0.0 0.0 0.079
H -3.98979 -6.64912 -4.63649 0.0 0.0 0.0 0.091
C 2.64931 -0.67160 2.82504 0.0 0.0 0.0 -0.143
C 0.57962 -3.79741 -2.31710 0.2 0.0 0.0 -0.238
O 0.79125 -0.49668 1.34212 -0.1 0.0 0.0 -0.015
C 1.98143 -5.66019 -1.88628 0.0 0.0 0.0 -0.465
C 2.00149 3.54979 2.24441 0.0 0.0 0.0 -0.108
C -1.32351 -4.75121 -3.72504 0.1 0.0 0.0 -0.307
H -3.03777 2.26416 -2.75002 0.0 0.0 0.0 0.109
H -0.29993 2.43061 0.52536 0.0 0.0 0.0 0.105
O 4.23208 -0.80828 0.45480 0.0 0.0 0.0 -0.013
C 2.56108 1.90511 0.08515 0.0 0.0 0.0 -0.004
C 2.31517 -1.97969 4.82969 0.0 0.0 0.0 -0.106
H -1.18011 4.65235 1.14988 0.0 0.0 0.0 0.103
S 0.74679 -6.36654 -2.84503 0.0 0.0 0.0 0.907
C 3.55774 -1.59645 5.30948 0.0 0.0 0.0 -0.131
C -4.72875 4.42617 1.66084 0.0 0.0 0.0 -0.053
C 2.26420 4.11325 1.00376 0.0 0.0 0.0 -0.127
C -1.60270 4.12063 0.30610 0.0 0.0 0.0 -0.107
H 5.32596 -0.44538 4.90096 0.0 0.0 0.0 0.088
C -3.34191 -5.78440 -4.54313 0.0 0.0 0.0 -0.108
C -0.67363 -0.22405 -1.71073 0.2 0.0 -0.1 -0.078
C -0.06191 -4.81113 -2.98146 -0.1 0.0 0.0 -0.535
C 2.01832 2.16950 2.39914 0.0 0.0 0.0 -0.034
C -3.15089 4.02306 -1.53080 0.0 0.0 0.0 -0.130
H 2.80382 -6.26366 -1.53071 0.0 0.0 0.0 0.042
O -5.09682 6.78001 1.83951 0.0 0.0 -0.1 -0.037
C 4.34812 -0.74701 4.54205 0.0 0.0 0.0 -0.100
H 0.67454 -0.78411 0.41456 0.1 0.0 0.0 0.055
C 1.76785 -4.33148 -1.69269 0.0 0.0 0.0 -0.221
C -1.09758 0.90476 -1.49704 -0.2 -0.1 0.1 -0.161
Cu 0.10649 -1.93236 -2.03135 -0.4 0.0 0.0 0.316
H -4.78787 3.78805 0.78145 0.0 0.0 0.0 0.076
```
Forces are in eV/Å.


Record 3
DFT (ωB97M-V/def2-TZVPD) results for a molecular structure, C34H42Br2F3NO16 at a distorted geometry.

Summary:
* highest occupied orbital energy: -8.668 eV
* E: -8027.0894 Eh
* Kohn-Sham gap: 9.004 eV
* F_max: 0.036 hartree/bohr
* net charge: 0
* multiplicity: 1

```
98
Properties=species:S:1:pos:R:3:forces:R:3:lowdin_charge:R:1
N 0.40658 -1.42914 -3.49256 -0.7 0.0 0.0 0.088
H -2.99905 -7.47772 -2.26627 0.1 0.0 -0.1 0.139
O 0.42725 3.32159 -4.91925 0.0 -0.2 0.0 0.096
H -0.93734 6.45093 3.38198 0.0 0.0 0.0 0.152
H 2.02779 -1.57244 1.37376 0.1 -0.1 -0.4 0.080
H -0.92970 4.69940 -6.72702 0.0 -0.1 -0.1 0.089
C 3.74630 1.14536 -0.73687 -0.3 -0.4 0.0 -0.072
H -0.02601 -5.99259 4.10927 0.0 0.0 0.0 0.089
C 0.56666 -2.80478 -3.26096 0.1 0.9 0.7 -0.409
H 2.39427 2.30731 0.42431 -0.1 0.0 0.1 0.090
H 1.23788 -0.88861 -3.68820 0.1 -0.1 -0.1 0.134
H 1.42785 -5.43495 6.74238 0.0 0.0 0.1 0.158
H -0.14401 6.02988 -0.46103 0.0 0.0 0.0 0.150
O -0.63064 -2.30922 7.08919 0.0 0.0 0.0 0.166
C -1.57363 4.15510 -6.03576 0.2 0.3 0.2 -0.014
C 1.34985 6.89785 1.97014 0.0 0.1 0.0 -0.577
H 0.86220 6.00544 4.94746 0.1 -0.1 -0.1 0.142
H 1.02753 3.80092 -0.36016 0.0 0.2 0.0 0.084
H -1.67162 8.86407 3.59567 -0.1 -0.1 0.0 0.090
H 4.54656 1.86139 -0.65336 0.1 0.1 0.0 0.104
H -1.52959 -5.84864 6.03344 0.1 0.0 -0.1 0.139
H -0.40922 -6.42161 -1.00124 -0.2 0.0 0.0 0.142
H -2.54721 4.33138 0.41029 0.1 0.0 0.0 0.142
O -3.18212 -3.89175 -0.99730 -0.2 -0.2 0.0 0.112
H 1.11792 -7.06361 4.93925 0.0 0.0 0.0 0.089
O -0.38836 1.72051 -3.60227 0.0 0.4 -0.2 0.020
C 1.60702 -0.69368 -0.95939 0.3 -0.1 0.5 -0.175
C -0.91600 8.41885 4.24185 0.1 0.2 -0.2 -0.018
H 0.53947 0.76129 0.24949 -0.2 -0.2 0.0 0.113
C -0.37983 -1.00639 -2.32334 1.5 -0.6 -0.8 -0.170
H -0.42636 0.06410 -2.28881 -0.3 0.2 0.2 0.098
H -0.24796 -3.65147 -1.41950 -0.1 0.2 -0.1 0.140
O -3.09614 -6.13428 -0.70731 0.0 0.1 -0.1 0.071
C 0.40748 -1.63171 -1.09131 -1.3 1.1 -0.7 -0.295
C 1.25826 -2.21791 1.77580 -0.4 -0.1 0.8 -0.109
H 1.66768 -5.53889 4.22465 0.1 0.0 0.1 0.087
H -0.66044 2.21462 -6.26530 0.0 0.0 0.1 0.157
O 0.26955 7.67093 2.24890 0.0 -0.2 0.0 0.078
C 0.59586 -3.03246 -1.71142 0.6 -0.1 0.2 -0.023
C 3.89767 -0.02727 -1.45745 -0.3 0.1 0.1 -0.055
C 2.52303 1.38758 -0.12519 0.0 0.0 -0.2 -0.071
C 1.81903 -3.89525 -1.37096 -0.5 -0.2 0.1 -0.563
C 0.70890 2.45363 -3.92620 0.0 0.1 0.0 -0.561
H -2.21953 -8.02352 -0.76186 -0.1 0.1 0.1 0.139
O -1.61964 -5.12726 -2.03904 -0.2 -0.1 0.1 0.052
H 1.32724 -2.16167 2.85732 0.1 0.0 0.1 0.054
C 0.57977 -5.31405 6.06198 0.1 -0.2 -0.3 -0.333
H 0.47157 4.36212 1.22284 0.0 0.0 0.0 0.084
C 2.83603 -0.92489 -1.56559 0.2 0.1 -0.1 -0.031
C -2.69159 -4.94800 -1.22331 0.1 -0.1 -0.1 -0.551
F 2.69096 -4.03044 -2.37234 0.3 0.0 -0.2 0.150
C 0.85032 -6.02272 4.75857 -0.1 0.2 -0.2 -0.020
H -0.63128 -6.54113 7.40599 0.0 0.1 0.1 0.138
C 1.46641 0.49244 -0.23468 0.4 0.3 -0.1 -0.031
Br -2.34606 -1.06014 -0.14338 0.2 0.3 0.0 0.829
H -1.84325 4.82594 -5.21795 0.0 -0.1 -0.2 0.061
C -2.39181 -7.16957 -1.41224 0.0 -0.1 0.1 -0.084
H 4.83344 -0.25809 -1.93945 0.1 0.0 -0.1 0.105
H 1.63278 7.57680 4.62348 -0.1 0.1 0.0 0.140
H -2.47765 3.85362 -6.56518 0.0 -0.1 0.0 0.093
C -0.68597 5.08153 -0.43747 0.2 -0.2 0.3 -0.305
C -1.51077 2.31340 -4.28444 -0.2 -0.3 0.1 -0.070
O -1.00549 -4.49571 7.49345 0.0 0.0 -0.1 0.062
C 1.03441 6.77031 4.19456 0.0 -0.2 0.1 -0.086
C -0.52137 -1.54477 0.13037 0.1 -0.5 0.4 -0.623
H 0.02930 -7.95102 -2.85998 0.0 0.0 0.1 0.093
C -2.08136 5.27232 0.10747 -0.1 0.1 0.1 -0.076
O 1.76886 2.33398 -3.39974 0.1 -0.1 0.1 0.161
Br -1.30739 -1.67300 2.86328 0.1 0.0 -0.1 0.742
C -0.43499 -3.45138 6.83828 0.0 0.0 -0.1 -0.563
H -1.17181 -7.13326 -3.87600 0.0 0.0 0.0 0.092
O -0.98425 4.71514 -1.80229 -0.1 0.1 0.0 0.090
F 2.51158 -3.48163 -0.31087 0.2 0.0 0.0 0.141
H -2.24291 1.55309 -4.54760 0.2 -0.2 0.1 0.144
O 1.86584 6.81376 0.90438 0.0 0.0 0.0 0.166
C -0.45070 -6.99523 -3.06908 -0.1 0.2 -0.2 -0.010
C -2.15748 5.29076 -2.13552 0.1 -0.1 0.0 -0.555
H -0.20187 9.20289 4.49621 0.0 0.0 0.0 0.091
C 0.14621 4.02453 0.23923 -0.1 -0.3 -0.2 -0.005
O -2.78686 5.77278 -1.04169 0.1 0.0 0.0 0.078
H -1.39721 8.07297 5.15611 0.0 0.0 0.0 0.093
O -2.58294 5.33993 -3.24767 -0.2 0.1 0.2 0.145
C -0.12627 -1.80212 1.37791 0.0 0.1 -0.1 -0.744
F 1.39807 -5.15121 -1.07338 0.1 -0.1 0.0 0.121
H 3.00844 -1.81338 -2.15222 0.0 -0.1 0.0 0.103
C -0.85166 2.95325 -5.48089 -0.2 0.2 -0.2 -0.309
C -1.12269 -6.46237 -1.82981 0.2 -0.4 -0.2 -0.333
H -0.41100 3.09218 0.35694 -0.1 0.1 0.0 0.090
O 0.38646 -3.90353 5.85642 0.0 0.0 0.2 0.068
H -2.13349 5.98566 0.92677 -0.1 0.1 -0.1 0.131
H 0.30430 -6.29345 -3.42296 0.0 0.0 0.1 0.077
O 0.59051 -3.65882 -4.08091 0.3 -0.9 -0.6 0.154
H -1.96587 3.04371 -3.61823 0.0 0.1 -0.1 0.112
H 1.40622 -3.26051 1.51827 0.2 0.0 -0.1 0.077
O 1.74850 6.22370 3.07544 -0.1 0.1 0.0 0.062
H -1.32106 -1.50148 -2.51464 -0.5 0.2 0.6 0.091
C -0.71633 -5.68280 6.74392 0.0 -0.1 0.2 -0.095
C -0.23201 7.27258 3.54178 -0.1 0.3 0.2 -0.333
```
Forces are in eV/Å.


Record 4
DFT (ωB97M-V/def2-TZVPD) results for 8 unconnected molecules or ions with the total composition C27H58O22P at a distorted geometry.

Summary:
* highest occupied orbital energy: -3.403 eV
* E: -3060.0778 Eh
* Kohn-Sham gap: 4.816 eV
* F_max: 0.053 hartree/bohr
* net charge: -1
* multiplicity: 1

```
108
Properties=species:S:1:pos:R:3:forces:R:3:lowdin_charge:R:1
O 2.15624 -6.39728 -0.61148 -0.1 0.1 0.0 0.003
H 3.35874 -8.03316 -0.42643 -0.1 0.2 -0.1 0.092
H -3.93879 -0.76448 -11.07869 -0.1 -0.3 0.4 -0.060
H -5.65271 0.52170 -9.74240 0.0 0.5 -1.5 0.048
H 3.64334 -0.20255 -0.93288 0.1 0.1 -0.2 0.095
O 4.55112 -2.46823 7.27216 0.0 0.0 -0.1 0.001
C 3.22993 4.53026 -2.10644 -0.2 0.0 -0.2 -0.614
H -0.94904 -2.01748 -8.81323 0.2 0.9 -0.6 0.106
H -3.04582 0.93636 8.23069 0.2 0.0 -0.1 0.096
H 2.09170 0.26760 -1.64103 0.0 -0.1 -0.1 0.093
O -4.70205 2.67180 11.01607 0.1 0.1 0.1 -0.006
O -0.24798 -2.07459 3.02760 0.0 0.2 -0.5 -0.026
H -3.39650 1.93908 -12.06299 -0.2 0.3 0.2 -0.048
C 3.21227 3.24730 -4.04093 0.1 -0.3 -0.3 -0.025
C -5.13483 1.25000 -10.44651 -0.9 2.3 1.1 -0.375
H -5.58714 1.17669 9.94390 0.2 0.2 0.0 0.088
H -1.92718 -0.51624 3.42652 -0.2 0.1 0.3 0.072
H 2.05136 0.25407 -6.46160 0.0 -0.1 0.1 0.081
H 0.27722 -0.24574 -7.60225 0.3 0.2 -1.1 0.105
H 5.82638 -0.48793 4.23378 0.1 -0.1 0.1 0.100
C 5.60080 -1.54521 4.08898 0.2 0.1 -0.4 -0.040
H 6.51940 -2.12485 3.98773 0.0 0.1 0.1 0.098
H -3.51514 -0.95675 2.80396 -0.1 0.2 0.2 0.102
H -0.45819 -0.42462 -0.45348 0.0 0.1 0.1 0.089
C 3.12046 5.87818 -0.22109 0.1 0.2 0.3 -0.050
O 0.88841 -4.65720 -0.83215 0.1 -0.2 0.1 0.012
C -2.24456 -0.18180 -9.05695 1.6 1.0 -0.1 -0.265
C -0.14709 -1.14010 2.06885 -0.2 -0.4 0.0 -0.647
H 2.61187 3.11354 -4.93975 -0.1 0.2 0.2 0.100
H 4.28751 -2.87730 9.25231 -0.1 0.0 -0.3 0.093
H 3.59278 -0.21789 -7.18500 0.1 0.0 0.2 0.096
H 4.21667 3.55094 -4.33894 0.0 -0.1 0.2 0.104
O 1.54044 -1.08802 -9.04712 -0.3 0.7 0.0 -0.131
H -3.70509 2.55742 7.97137 -0.1 -0.1 -0.2 0.090
O 2.59225 4.26201 -3.24948 0.0 0.2 0.2 0.009
H -3.53719 4.50085 14.18768 -0.2 0.0 -0.1 0.098
O 1.69628 -0.78962 -4.03953 0.0 0.0 0.1 0.127
C -0.90295 -1.00781 -9.31629 -0.1 0.4 0.7 -0.205
H 2.60779 -1.45207 -1.63907 -0.1 0.1 -0.1 0.094
C 0.38003 -0.26450 -8.71869 -1.2 -1.2 -0.9 -0.251
H -2.90086 -1.77241 4.24644 0.2 0.1 0.0 0.109
O -3.56121 0.18435 4.49979 0.0 0.1 0.3 0.015
C 1.25526 -5.62748 0.01076 0.0 0.1 -0.3 -0.612
O 3.61156 -0.21463 -2.97363 0.0 0.0 -0.1 -0.015
H 5.25985 -1.43381 8.93051 0.1 -0.1 -0.1 0.098
C -1.28646 -0.25304 0.23583 -0.1 0.3 -0.3 -0.029
C -5.62389 2.55439 -10.42253 -0.2 -2.0 0.5 -0.155
C -0.07736 -3.75348 -0.29653 -0.3 0.3 0.0 -0.029
H -2.82566 5.75896 13.16619 0.0 -0.2 -0.2 0.093
H -6.71544 2.16780 10.87890 0.1 0.0 0.2 0.100
H 3.24065 2.30112 -3.49961 0.2 0.1 0.0 0.082
H 5.02013 -1.65329 3.17399 -0.1 -0.1 0.2 0.092
H -0.30050 -3.01158 -1.06233 0.2 -0.2 -0.1 0.098
O -1.92774 -0.07740 6.04479 0.0 0.0 0.0 0.125
C 5.05552 -2.45508 8.60589 0.0 0.0 0.4 -0.047
C 2.93741 -0.41588 -1.73420 -0.1 0.0 0.4 -0.045
H 1.54224 -1.13723 -10.01722 0.0 -0.1 0.5 0.078
H 2.48764 6.65641 0.20330 -0.1 -0.1 -0.2 0.092
P -3.69058 0.59819 -11.52506 0.7 0.5 -0.5 0.222
H -5.66956 0.96134 11.69796 -0.1 0.2 0.0 0.099
H -0.72047 -1.13199 -10.42471 -0.4 0.0 1.1 0.107
O -3.62694 1.40062 6.28922 0.0 -0.1 -0.1 0.002
O -1.25724 -1.19917 1.30638 0.5 -0.2 0.2 -0.050
H -6.72074 2.68547 -10.17374 1.4 0.2 0.4 0.017
H -2.05993 0.37046 -8.07851 -0.5 -0.9 -0.8 0.090
O -3.74478 4.26019 12.13275 -0.1 -0.1 -0.1 0.002
H -5.02655 3.48000 -10.60463 -0.6 -1.0 -0.7 0.024
H 3.14525 5.03496 0.47083 0.1 0.0 -0.1 0.097
H -4.65966 0.41943 -12.60048 -0.4 -0.1 0.0 -0.073
O 2.54845 5.49003 -1.46758 0.0 -0.1 -0.1 0.001
C 2.63903 -7.48213 0.17731 0.2 -0.3 0.1 -0.049
H -4.58311 5.70707 13.36865 0.0 -0.2 0.1 0.098
H 3.14510 -7.11365 1.07091 -0.2 0.0 0.0 0.097
C -2.92642 -0.82314 3.70970 -0.1 -0.3 -0.2 -0.026
H 0.32199 -3.23877 0.57745 -0.1 -0.2 0.0 0.083
H 5.95277 -3.07068 8.68461 0.0 0.2 0.0 0.098
H 1.78272 -2.36952 3.37185 -0.1 0.1 0.0 0.095
O 0.84815 -5.78235 1.13209 0.0 0.0 0.0 0.125
O 0.77347 -0.38268 1.91539 -0.1 0.0 0.0 0.134
H -2.06740 2.19814 7.41004 0.0 -0.2 0.0 0.099
C -3.68230 5.09737 13.28591 0.1 0.3 0.3 -0.046
H -3.15210 -0.83325 -8.96160 0.8 0.5 -0.2 0.080
H 4.12195 6.28584 -0.36687 0.0 -0.2 0.0 0.097
C -2.93582 0.44819 5.65051 -0.2 0.1 -0.2 -0.610
H -2.22135 -0.39569 -0.30423 0.0 -0.2 0.2 0.100
C 5.39841 -1.97277 6.36230 -0.2 -0.1 -0.1 -0.616
H 0.49801 0.75122 -9.18414 -0.2 -0.8 0.7 0.117
C 2.84817 -0.44455 -4.05155 0.2 0.0 -0.3 -0.629
O -5.57883 3.26941 13.01606 0.0 0.0 0.0 0.127
H -1.26117 0.76692 0.62222 0.2 -0.1 0.0 0.103
O 4.80648 -2.04327 5.16520 0.0 0.0 0.2 -0.003
C -5.73333 1.69326 10.89163 -0.3 -0.3 -0.1 -0.041
O 6.49832 -1.54047 6.58300 0.0 0.0 0.0 0.126
H -2.66620 0.09141 -12.45631 0.3 -0.2 -0.1 -0.092
H -2.58243 1.93345 -9.69943 0.2 -0.9 -0.6 0.060
H -1.36252 0.99151 -10.70776 -1.0 0.2 0.4 0.052
H 2.56720 -1.46297 -6.46393 -0.1 0.1 0.0 0.102
H 1.82395 -8.15541 0.44672 0.0 0.1 0.1 0.097
C 2.89676 -0.42779 -6.37538 -0.1 -0.1 -0.5 -0.045
C 0.86921 -2.12480 3.91564 0.4 -0.1 0.4 -0.026
O 3.59006 -0.22073 -5.13925 0.0 0.0 0.4 -0.003
C -4.75948 3.38824 12.14462 0.2 0.0 -0.2 -0.615
O 4.23868 4.00310 -1.71752 0.0 0.1 0.1 0.124
H 0.97897 -1.17994 4.44951 0.0 0.0 -0.2 0.103
H -0.99993 -4.27901 -0.04678 0.1 0.0 0.2 0.109
H 0.67919 -2.91203 4.64305 -0.2 0.0 -0.2 0.100
C -2.36760 0.93654 -10.18372 0.7 -0.3 1.1 -0.417
C -3.06775 1.78427 7.54416 0.1 0.2 0.4 -0.046
```
Forces are in eV/Å.